[1]
{"formula": "C7H10", "method": "ωB97M-V/def2-TZVPD", "symbols": ["C", "C", "C", "C", "C", "C", "C", "H", "H", "H", "H", "H", "H", "H", "H", "H", "H"], "xyz": [[-2.6854, 0.7664, 0.0968], [-3.8042, 0.0627, -0.0314], [-0.3386, 0.2886, -0.2237], [-1.3682, 0.3682, 0.6223], [3.4365, -0.6799, -0.0500], [2.1357, 0.0215, -0.3061], [0.9476, -0.2922, 0.1977], [-2.6619, 1.7466, -0.3784], [-3.9471, -0.8491, 0.5365], [-4.5294, 0.4198, -0.7456], [-0.5846, 0.4479, -1.2669], [-1.1583, 0.2776, 1.6808], [3.3103, -1.5485, 0.5915], [3.9231, -0.8698, -1.0159], [4.1592, 0.0478, 0.3085], [2.2680, 0.8807, -0.9530], [0.8971, -1.0882, 0.9368]], "forces_ev_per_angstrom": [[-0.080, 0.551, -0.469], [0.614, 0.093, 0.408], [-0.493, -0.642, 0.711], [0.225, 0.446, 0.169], [-0.119, 0.815, -0.531], [0.489, 0.018, -0.018], [0.270, 0.143, -0.371], [-0.011, -0.140, -0.308], [-0.095, -0.220, -0.423], [-0.523, -0.017, 0.402], [0.497, 0.152, -0.204], [-0.303, -0.403, 0.179], [0.377, -0.033, -0.102], [-0.416, -0.790, 0.054], [0.051, 0.019, 0.885], [-0.433, 0.030, -0.330], [-0.050, -0.021, -0.053]], "lumo_ev": 1.063, "homo_ev": -8.489, "smiles": "C=C/C=C/C=C/C", "orbital_gap_ev": 9.55, "total_charge": 0}

***

[2]
{"formula": "C2H5NO", "method": "ωB97M-V/def2-TZVPD", "symbols": ["C", "C", "N", "O", "H", "H", "H", "H", "H"], "xyz": [[0.3453, -0.0625, 0.1212], [0.6607, 1.1728, -0.6295], [-0.9284, -0.5157, 0.6166], [-1.1449, -1.6042, 1.3397], [0.5915, -1.0107, -0.5313], [1.0197, -0.4790, 0.9143], [1.4894, 0.9391, -1.2295], [-0.1751, 1.7167, -0.8969], [-1.8582, -0.1566, 0.2954]], "forces_ev_per_angstrom": [[1.565, -4.795, 0.079], [-0.537, -2.413, 2.010], [-4.080, -0.143, 1.257], [1.595, 2.022, -1.403], [0.005, 1.544, -0.103], [0.078, 1.386, -0.047], [0.992, 0.733, -0.927], [-1.133, 1.564, -0.863], [1.514, 0.101, -0.002]], "lumo_ev": [1.051, -0.400], "homo_ev": [-8.238, -10.045], "multiplicity": 3, "orbital_gap_ev": [9.29, 9.64], "s2": 2.010, "total_charge": 0}

***

[3]
{"formula": "C5H29N2O9", "method": "ωB97M-V/def2-TZVPD", "symbols": ["C", "N", "C", "N", "C", "C", "C", "O", "H", "H", "H", "H", "H", "H", "H", "H", "H", "H", "H", "H", "H", "H", "H", "O", "H", "H", "O", "H", "H", "O", "H", "H", "O", "H", "H", "O", "H", "H", "O", "H", "H", "O", "H", "H", "O"], "xyz": [[0.5469, 1.1331, -1.5155], [-0.4732, 0.2612, -0.9537], [-1.5996, -0.0195, -1.8377], [-1.8276, -1.4953, -1.8207], [1.7074, 1.1323, -0.3624], [1.5710, 2.1024, 0.9114], [1.0058, 1.3446, 2.1077], [-0.1747, 2.0099, 2.7203], [0.2002, 2.0929, -1.7089], [1.0603, 0.8086, -2.4427], [0.1131, -0.5930, -0.5248], [-1.5486, 0.4993, -2.9024], [-2.4894, 0.4896, -1.3929], [-1.0205, -2.0833, -1.7722], [-2.3672, -1.6740, -0.9884], [1.8907, 0.1783, -0.0957], [2.6480, 1.5628, -0.9238], [1.0551, 3.0715, 0.5820], [2.6032, 2.4866, 1.3921], [0.6269, 0.3880, 1.9352], [1.7069, 1.2917, 2.9484], [-3.2731, 1.3592, 2.5834], [-2.8877, 3.4847, 0.9110], [-3.9057, 1.0171, 1.9401], [-3.4786, 0.5794, 1.2084], [-1.5345, 0.0012, 0.5322], [-1.7754, -0.2162, 1.5102], [3.5086, -1.6795, -2.6841], [2.4321, -1.1307, -1.6680], [3.1371, -0.9190, -2.4459], [1.7890, -2.7144, -1.3372], [1.8851, -2.2895, 0.3831], [1.2438, -2.0161, -1.1197], [-0.1183, -2.6244, 3.0493], [-1.4059, -1.1729, 1.8627], [0.1301, -1.8072, 2.8603], [-0.9181, 1.7729, 2.0519], [-1.6748, 3.2250, 0.0579], [-2.3662, 3.8135, 0.1631], [1.7755, -1.7350, -3.3943], [0.6673, -1.5758, -2.6498], [0.8847, -1.8496, -3.5855], [0.9219, -1.9660, 2.2412], [2.5731, -3.5202, 1.0582], [1.8234, -3.0387, 1.1182]], "forces_ev_per_angstrom": [[2.635, -1.636, 2.735], [1.864, -0.572, 0.453], [-0.172, -0.875, -0.470], [-1.831, 1.509, -0.524], [0.973, 6.406, -2.730], [1.518, 0.293, -0.271], [-1.708, 2.411, 1.764], [-0.915, -0.506, -2.243], [-0.797, 1.984, -0.085], [-0.490, -0.437, 0.294], [-2.296, 1.736, -1.999], [0.570, -1.475, 1.859], [0.198, -0.643, -0.365], [0.860, 0.184, -0.135], [-0.140, -0.238, 0.100], [0.696, -3.160, 0.954], [-1.518, -1.173, 0.952], [0.245, -1.484, 0.850], [-1.750, -0.802, -1.940], [-0.031, -1.708, -0.861], [0.039, -0.008, -0.326], [0.264, -0.674, -0.607], [0.175, -0.026, -0.315], [-1.906, 1.389, 0.551], [0.820, -0.257, 0.478], [0.477, -0.961, 2.082], [1.175, -2.661, -0.637], [2.533, -4.900, -1.282], [1.022, -0.132, -1.658], [-2.692, 5.138, 2.864], [1.257, -2.725, -0.902], [-0.908, -1.735, 0.558], [-0.990, 3.034, 1.996], [-1.723, -5.789, 1.451], [-0.636, 3.663, -1.670], [2.875, 5.328, -2.308], [1.704, 0.350, 1.884], [2.255, -1.963, -0.282], [-2.442, 1.884, 0.561], [2.964, 0.429, -0.551], [-0.519, -0.729, -0.849], [-3.042, 0.142, -0.124], [-1.354, 0.022, 1.074], [3.816, -2.340, -0.126], [-3.077, 3.710, -0.196]], "lumo_ev": 2.863, "homo_ev": -5.659, "orbital_gap_ev": 8.52, "total_charge": -1}